Model P:
C4H5NO3S | ωB97M-V with the def2-TZVPD basis set

Each line ends with the Mulliken charge.
CARTESIAN COORDINATES (ANGSTROEM)
H  1.15952  -0.40756  -1.37306  0.303
H  -0.83327  1.05548  -1.60893  0.395
H  1.44258  1.47798  2.19376  0.313
H  0.40333  -0.07756  2.33008  0.334
O  -0.99103  -1.12373  -2.64901  -0.505
O  2.63867  -0.40012  0.65160  -0.575
C  1.55449  0.08914  0.63547  0.199
N  0.92765  0.17042  -0.58628  -0.152
H  -2.62341  -1.78488  -1.53191  0.367
C  0.67500  0.72329  1.75872  -0.363
S  -0.71988  1.48123  0.86065  -0.147
O  -1.35518  -0.70539  -0.48846  -0.300
C  -0.39671  0.49873  -0.62406  -0.050
C  -1.69999  -1.21635  -1.67529  0.181

Summary:
molar mass	147.2	g mol⁻¹
gap between HOMO and LUMO	10.3	eV
SMILES	O=CO[C@@H]1NC(=O)CS1
net charge	0

***

Model Q:
C4H5NO3S | ωB97M-V with the def2-TZVPD basis set

Each line ends with the Mulliken charge.
CARTESIAN COORDINATES (ANGSTROEM)
O  0.58634  0.50660  1.54952  -0.345
H  0.30132  -1.57811  2.43902  0.347
O  -0.37424  0.81196  -2.69809  -0.351
H  -0.25961  -1.36921  -1.21506  0.314
O  0.97913  0.97766  -2.46142  -0.318
H  -0.20491  -2.55651  1.08487  0.403
C  0.12385  -0.49129  -0.71361  -0.757
C  -0.27681  -1.62002  1.53192  -1.254
C  0.09469  -0.48416  0.65196  0.874
H  -0.49163  2.75132  -0.81469  0.314
N  -0.24749  1.86274  -0.48603  -0.377
C  0.12761  0.76547  -1.38815  0.850
H  -1.39515  -1.47624  1.84008  0.231
S  1.03691  1.89979  0.67968  0.069

Summary:
molar mass	147.2	g mol⁻¹
gap between HOMO and LUMO	9.5	eV
SMILES	CC1=CC2(NSO1)OO2
net charge	0

***

Result of the stability comparison: model Q is the least stable of them.